No. 1
Below is a structure of composition C23H25CrN2O6S, with properties calculated with ωB97M-V with the def2-TZVPD basis set.

## Properties
**DFT total energy**: -2894.6110 a.u.
**Gap between HOMO and LUMO (spin up / spin down)**: 7.162 / 7.758 eV
**Multiplicity**: 4
**Net charge**: +2
**Relative energy (zero: lowest compared OMol25 entry of this formula, charge and spin)**: 206.17 kJ/mol

CARTESIAN COORDINATES (ANGSTROEM)
Cr -1.28091 -0.34363 -0.02691
O -2.97552 -3.11771 -2.80963
C -2.48424 -2.47646 -1.79981
O -2.30821 -1.26147 -1.75765
C -2.12413 -3.25395 -0.60422
C -2.30615 -4.59844 -0.38363
C -1.98765 -5.10009 0.87882
C -1.53225 -4.23541 1.85872
C -1.37852 -2.89714 1.53384
N -1.64274 -2.42632 0.32857
C -0.94509 -1.78900 2.45573
O -0.63992 -1.97282 3.59543
O -0.97275 -0.64183 1.80671
H -3.21319 -2.52474 -3.54188
H -2.70182 -5.22832 -1.16890
H -2.11965 -6.15251 1.09529
H -1.30795 -4.56025 2.86675
C -1.32542 3.80100 -4.88344
C -1.31594 2.78047 -3.78855
C -0.30153 1.83263 -3.67961
C -0.29917 0.93970 -2.62785
N -1.24880 0.94752 -1.68788
C -2.24611 1.83886 -1.78945
C -2.31462 2.75278 -2.81282
H -0.60531 3.56346 -5.66337
H -1.06820 4.77864 -4.46806
H -2.31525 3.89768 -5.33135
H 0.48853 1.78724 -4.41785
H 0.48311 0.20199 -2.52205
H -3.00477 1.81346 -1.01625
H -3.14468 3.44614 -2.84990
C 3.26177 -0.59686 -0.98863
C 2.06244 -1.04601 -0.21396
C 2.23158 -2.21851 0.69800
O 0.99440 -0.45041 -0.31466
H 3.65762 -1.43271 -1.56992
H 4.05022 -0.29129 -0.29666
H 3.01716 0.23370 -1.64586
H 3.09953 -2.06552 1.34173
H 2.44089 -3.10880 0.09793
H 1.34876 -2.38354 1.31032
C -0.72132 3.54317 2.35843
S 0.11936 2.54806 1.13641
O -0.98135 1.57401 0.69440
C 1.35472 1.76848 2.14448
C 2.65470 1.88632 1.66155
C 3.70341 1.35641 2.39856
C 3.44048 0.70644 3.59757
C 2.13584 0.58167 4.06239
C 1.08254 1.11626 3.33940
H -1.06768 2.91431 3.17509
H -1.55962 4.02411 1.85773
H -0.01135 4.28883 2.71435
H 2.84105 2.41535 0.73131
H 4.72221 1.46841 2.04920
H 4.25883 0.30085 4.17960
H 1.93271 0.06150 4.98860
H 0.06998 1.00431 3.70385


No. 2
Below is a structure of composition C23H25N2NiO3P, with properties calculated with ωB97M-V with the def2-TZVPD basis set.

## Properties
**DFT total energy**: -3076.3218 a.u.
**Gap between HOMO and LUMO (spin up / spin down)**: 6.961 / 7.491 eV
**Multiplicity**: 3
**Net charge**: 0

CARTESIAN COORDINATES (ANGSTROEM)
Ni 0.85622 0.69591 1.02712
N 0.12279 4.74137 1.26686
C 0.37252 3.42630 1.42550
O 0.59419 2.71644 0.44035
C 0.42355 2.86267 2.82044
C 0.12374 1.36610 2.79143
H 0.01585 5.10070 0.33325
H -0.18741 5.29685 2.04295
H -0.21485 3.46785 3.47877
H 1.45468 3.02794 3.15593
H -0.95838 1.19844 2.79511
H 0.53830 0.87384 3.67123
C -4.73993 -4.06718 -1.38371
C -4.08985 -3.11605 -2.15873
C -3.18564 -2.23955 -1.57648
C -2.92290 -2.29550 -0.20878
C -3.59318 -3.24509 0.56051
C -4.48891 -4.13180 -0.02117
P -1.70791 -1.22111 0.66204
C -1.66344 0.23573 -0.46205
C -2.56777 1.26154 -0.17876
C -2.67104 2.36924 -1.00654
C -1.84733 2.48080 -2.11817
C -0.92504 1.48278 -2.39576
C -0.83401 0.36608 -1.57585
C -0.11484 -2.03240 0.27525
C -0.02339 -3.35489 -0.14213
C 1.22302 -3.95472 -0.28473
C 2.36383 -3.22555 0.00108
C 2.25500 -1.89873 0.41215
C 1.02797 -1.24899 0.55740
H -5.44354 -4.75168 -1.84028
H -4.28613 -3.05838 -3.22216
H -2.68228 -1.50496 -2.19151
H -3.40709 -3.28725 1.62803
H -4.99563 -4.86708 0.59106
H -3.19918 1.17977 0.69933
H -3.38879 3.14843 -0.78048
H -1.91822 3.34865 -2.76229
H -0.27273 1.57017 -3.25574
H -0.11073 -0.41050 -1.79527
H -0.92027 -3.92576 -0.35543
H 1.29690 -4.98589 -0.60806
H 3.33949 -3.68934 -0.09397
H 3.17526 -1.36578 0.63891
N 5.76334 1.89482 -0.79528
C 5.15579 1.52312 0.47739
C 3.66285 1.30395 0.31634
O 2.92991 1.16707 1.27163
O 3.23016 1.23771 -0.92537
H 6.66026 1.45387 -0.93592
H 5.88629 2.89496 -0.87965
H 4.02269 1.37875 -1.49004
H 5.30682 2.23850 1.28671
H 5.55899 0.56784 0.81750


No. 3
Below is a structure of composition C23H25N2OSV, with properties calculated with ωB97M-V with the def2-TZVPD basis set.

## Properties
**DFT total energy**: -2418.2188 a.u.
**Gap between HOMO and LUMO (spin up / spin down)**: 4.847 / 4.881 eV
**Multiplicity**: 4
**Net charge**: -1

CARTESIAN COORDINATES (ANGSTROEM)
C 2.18440 0.07550 2.91609
C 2.22580 -0.62650 1.68959
C 1.86280 0.26530 0.65529
H 2.47480 -1.66570 1.56999
C 1.62990 1.52610 1.24269
C 1.83060 1.40940 2.62909
H 1.29240 2.40740 0.72839
C -1.29790 -1.52800 3.28689
C -0.20090 -2.24520 2.78139
C -0.29590 -2.24890 1.37299
H 0.59110 -2.68680 3.36239
C -1.44500 -1.52730 0.98499
C -2.06170 -1.08790 2.18609
H 1.79810 0.03590 -0.39461
H 1.65940 2.18740 3.35239
H 2.39900 -0.33170 3.88969
H -2.94480 -0.47990 2.25629
H 0.41100 -2.70320 0.70239
H -1.50210 -1.31670 4.32319
V 0.00000 0.00000 2.05769
C -1.97600 -1.31930 -0.41771
C -3.48440 -1.59050 -0.39731
C -1.29360 -2.26930 -1.39681
H -3.67890 -2.60090 -0.04011
H -3.90230 -1.48130 -1.39261
H -3.99700 -0.89940 0.27019
H -1.48430 -3.30730 -1.12941
H -0.21500 -2.11430 -1.40661
H -1.67310 -2.10520 -2.39921
C -1.67900 0.13690 -0.79881
C -2.21680 0.65890 -2.11371
H -0.59440 0.27730 -0.80541
H -2.03570 0.79800 -0.00991
O -3.12410 0.14470 -2.75921
N -1.61570 1.80170 -2.55801
C -0.42910 2.43200 -2.02671
H -1.94000 2.09670 -3.46551
C 0.88840 1.85430 -2.49261
C 2.07010 2.47810 -2.09611
H 2.02420 3.34940 -1.45441
C 3.29990 1.98770 -2.50191
H 4.20750 2.48390 -2.18491
C 3.36930 0.85510 -3.30441
H 4.32950 0.46770 -3.61711
C 2.19940 0.22300 -3.69391
H 2.24210 -0.66060 -4.31691
C 0.96600 0.72200 -3.29251
H 0.05840 0.22760 -3.61051
H -0.45680 2.40640 -0.93841
H -0.46980 3.48760 -2.29631
S 0.00000 0.00000 4.05769
C 0.00000 0.00000 5.86769
N 0.00000 0.00000 7.12869


No. 4
Below is the molecule C23H25N3O4S2, with properties calculated with ωB97M-V with the def2-TZVPD basis set.

## Properties
**DFT total energy**: -2153.0469 a.u.
**Gap between HOMO and LUMO**: 7.941 eV
**Net charge**: 0
**SMILES string**: COc1ccccc1NS(=O)(=O)c1cc(NC(=O)c2sccc2C)ccc1N1CCCC1
**Relative energy (zero: lowest compared OMol25 entry of this formula, charge and spin)**: 125.38 kJ/mol

CARTESIAN COORDINATES (ANGSTROEM)
C -2.99905 -2.83371 0.57828
H -3.14512 -3.27673 1.56281
O -1.61455 -2.60613 0.46357
C -1.13094 -2.16569 -0.75083
C -1.92150 -1.68232 -1.77958
C -1.33605 -1.19517 -2.93789
C 0.03814 -1.20195 -3.07921
C 0.83735 -1.69796 -2.06391
C 0.26830 -2.18108 -0.89538
N 1.08342 -2.64116 0.14128
S 2.41659 -1.71332 0.60666
O 3.43004 -1.90519 -0.38744
O 2.70984 -2.11496 1.95309
C 1.77196 -0.04227 0.51671
C 0.42341 0.01860 0.81402
C -0.37619 1.05734 0.36632
C 0.21844 2.05986 -0.39987
C 1.57803 2.05885 -0.60371
C 2.42007 1.03646 -0.11039
N 3.76571 1.11603 -0.21714
C 4.42407 2.26779 -0.80980
H 4.04703 3.19704 -0.36249
C 5.90012 2.08119 -0.46666
H 6.38400 1.44926 -1.21107
H 6.43081 3.02945 -0.41064
C 5.83190 1.34772 0.86875
H 6.75909 0.84207 1.12610
H 5.57354 2.04260 1.66918
C 4.68893 0.36828 0.61810
H 4.19028 0.02604 1.52835
H 5.05424 -0.51333 0.08432
H 4.24719 2.30174 -1.88842
H 2.00474 2.85737 -1.18674
H -0.39546 2.83301 -0.83017
N -1.74864 0.98172 0.63100
C -2.75664 1.50747 -0.12918
O -2.59776 2.30129 -1.03396
C -4.08931 0.99072 0.23322
C -4.62493 0.57629 1.42969
C -5.96805 0.15371 1.27992
C -6.42141 0.25304 0.00312
S -5.23710 0.88523 -1.06231
H -7.39085 -0.00498 -0.37407
H -6.56494 -0.20566 2.09949
C -3.93844 0.59015 2.75878
H -3.43819 -0.36091 2.95233
H -3.20425 1.39056 2.81584
H -4.67539 0.73728 3.54553
H -1.99711 0.22242 1.24851
H -0.01328 -0.79204 1.37830
H 0.57297 -3.01685 0.92697
H 1.91153 -1.71275 -2.14889
H 0.49277 -0.82054 -3.97992
H -1.96598 -0.80435 -3.72141
H -2.99580 -1.65873 -1.68392
H -3.57371 -1.90326 0.51176
H -3.35383 -3.52958 -0.18700